(1)
A structure of composition C21H13Cl2N2O6V, computed with ωB97M-V/def2-TZVPD.

```
45
C21H13Cl2N2O6V | the OMol25 dataset | ωB97M-V/def2-TZVPD
V 0.63291 -0.14039 0.43639
Cl 1.81212 -5.92707 0.89734
Cl 0.05647 -1.40560 -1.52477
O -0.74169 -0.89614 1.44081
O -1.83969 -0.84346 3.41468
O 1.57891 3.49912 -0.68830
O 4.00696 -1.83735 1.48666
O 2.11229 -0.76791 0.93442
O 0.98064 1.32057 -0.66329
N 2.16884 -3.29524 -0.47152
N 0.06125 1.38011 1.57988
C -1.55659 -3.40034 -0.69823
C 0.44612 2.59981 1.22621
C 3.42730 -1.28175 0.62943
C 0.85261 -3.74065 -0.36198
C 2.69624 -2.94754 -1.76396
C 0.14262 3.67346 2.03541
C 4.04453 -1.53110 -3.14204
C -0.70265 1.11790 2.63138
C 3.88625 -0.89819 -0.74766
C -1.16626 -0.32380 2.58486
C -0.59437 3.41903 3.19305
C -1.82454 -4.60444 -0.07470
C 3.73238 -2.29504 -4.25189
C 3.52339 -1.83658 -1.88662
C -1.05031 2.13575 3.49445
C 2.38707 -3.72227 -2.87717
C -0.77951 -5.36776 0.42469
C 2.89465 -3.39479 -4.12080
C 1.08641 2.56452 -0.14480
C -0.23991 -2.99964 -0.81162
C 0.52851 -4.94563 0.27810
H -2.35057 -2.77064 -1.07345
H -0.97258 -6.30663 0.92444
H 4.69622 -0.67196 -3.24819
H 4.97178 -0.81934 -0.68207
H -0.85269 4.24072 3.84760
H 2.79657 -3.89363 0.05373
H 4.14306 -2.03432 -5.21760
H 0.44930 4.67098 1.75424
H -1.67514 1.93123 4.35231
H 1.74857 -4.58914 -2.75461
H 2.65075 -4.00224 -4.98160
H 3.49155 0.09605 -0.97188
H -2.84472 -4.94245 0.03458
```

⟨S²⟩: 0.7589
Highest occupied orbital energy (spin up / spin down) in Eh: -0.427 / -0.427
E_LUMO (spin up / spin down) in eV: -5.3 / -4.9
Multiplicity: 2
Net charge: +1
Kohn-Sham gap (spin up / spin down) in eV: 6.34 / 6.75

Results of the Mulliken charge analysis, in e, for atoms 1 through 8: 0.827 -0.219 -0.114 -0.120 -0.534 -0.526 -0.462 -0.293

---

(2)
A cluster of 7 separate species, C42H33F3N3O13 in total, computed with ωB97M-V/def2-TZVPD.

```
94
C42H33F3N3O13 | the OMol25 dataset | ωB97M-V/def2-TZVPD
F 5.31996 -3.08955 0.70596
F 5.11532 -1.92518 2.47771
F 7.10682 -2.45102 1.77310
O -4.41044 -3.08193 4.95994
O -0.65099 -4.37143 1.45837
O 11.39903 -2.13651 -4.39994
O 4.25674 3.32889 -0.89182
O -5.69283 2.18323 -2.29014
O -1.20117 4.44624 -1.70553
O -1.58806 -0.57974 -3.33418
O 2.33110 7.42937 -3.62914
O -9.21787 4.96344 0.51702
O -6.56356 -5.40809 1.93602
O 4.54415 -0.46348 0.38921
O -9.84615 -4.69415 6.02781
O 7.92484 0.66780 -1.54949
N 1.19640 -2.14913 0.63040
N 1.64864 -0.32825 -0.48640
N 2.10231 -0.24614 0.77791
C -9.49029 -5.69110 3.92486
C -9.09738 -4.85772 5.09076
C -8.05652 2.93568 0.24761
C -1.29662 3.29648 -2.08477
C -8.66583 -5.87243 2.89605
C 1.84980 -1.33180 1.46635
C 2.42720 4.72338 -1.34298
C 10.60656 -1.49638 -3.74836
C -8.41342 4.32856 -0.12588
C -1.50707 0.57442 -2.96895
C 1.09272 -1.50772 -0.55973
C -7.74382 4.91019 -1.31681
C 2.77616 6.49781 -3.00063
C -1.51513 -4.06782 2.26512
C -7.74996 -4.23343 5.06273
C -2.50885 2.48985 -1.80744
C -6.85749 4.21042 -2.02033
C -3.54846 -3.37716 4.16024
C 10.30449 -0.07952 -4.07291
C -6.92866 -4.41576 4.03324
C -0.19902 2.64353 -2.84142
C 4.23699 0.90854 0.57743
C -7.16998 2.23788 -0.45701
C 8.72153 0.02025 -2.20217
C -1.91578 -2.65665 2.47811
C 5.89644 -0.80997 0.56015
C 5.90059 -2.09268 1.38200
C -0.29534 1.38319 -3.25290
C 4.67333 5.02673 -2.47608
C 4.18669 6.05635 -3.16545
C -2.20078 -5.10652 3.06289
C 9.89645 -2.09902 -2.59078
C 1.93326 5.74702 -2.03260
C -2.60740 1.22782 -2.21759
C -2.85991 -2.33449 3.35694
C -6.50222 2.82109 -1.64548
C -7.32172 -5.24721 2.87225
C -3.14575 -4.78760 3.94316
C 9.43051 0.62202 -3.35599
C 2.83136 0.94161 1.23268
C 3.82739 4.28328 -1.51645
C 9.02317 -1.39543 -1.87589
H 2.92315 0.89117 2.31073
H -8.93189 -6.47655 2.03793
H 9.19683 1.65550 -3.57715
H -1.89184 -6.12890 2.88847
H 8.49869 -1.81925 -1.02892
H -1.40473 -1.91079 1.88182
H -3.48508 0.62478 -2.02378
H -7.47982 -3.62908 5.91989
H 0.49625 0.89003 -3.80344
H -3.66074 -5.53282 4.53566
H -8.01743 5.92539 -1.57389
H -8.55637 2.52919 1.11755
H -3.17100 -1.31167 3.52791
H -5.93988 -3.97010 3.99257
H 0.85506 -3.08968 0.82859
H 0.67868 3.24673 -3.03457
H 6.50197 -0.04846 1.04255
H 2.25188 1.79866 0.91263
H -6.89657 1.22181 -0.20153
H 10.83259 0.34201 -4.91850
H 1.82980 4.16441 -0.63287
H 5.69487 4.68493 -2.58406
H -6.35799 4.61572 -2.89115
H -3.29980 2.98153 -1.25719
H 0.65328 -1.84513 -1.48017
H -10.47593 -6.13686 3.96381
H 4.78476 6.61398 -3.87470
H 2.13439 -1.52447 2.47947
H 4.93614 1.43675 1.21958
H 4.13987 1.40804 -0.38381
H 10.13080 -3.13215 -2.36808
H 0.90746 6.07661 -1.92321
H 6.33110 -1.07135 -0.40290
```

Highest occupied orbital energy in Eh: -0.428
E_LUMO in eV: -4.3
Net charge: +1
Kohn-Sham gap in eV: 7.31

Results of the Mulliken charge analysis, in e, for atoms 1 through 8: -0.275 -0.293 -0.246 -0.576 -0.673 -0.519 -0.457 -0.537

---

(3)
A cluster of 7 separate species, C30H65N7O10P in total, computed with ωB97M-V/def2-TZVPD.

```
113
C30H65N7O10P | the OMol25 dataset | ωB97M-V/def2-TZVPD
P 0.79261 -1.77854 4.76369
O -6.47465 1.36730 -3.90364
O -2.83657 -1.17074 0.99446
O 0.02979 8.34300 0.97104
O -2.65427 0.97492 -9.23434
O -2.70611 -3.11597 -0.05525
O 0.04709 -2.83920 5.48545
O 1.32565 2.03550 1.32526
O 4.10443 -2.86489 0.93939
O 7.09510 -0.21057 1.95666
O -6.34432 -3.45075 -1.89892
N -5.00998 -4.29778 -0.30748
N 3.78086 -2.50504 2.12392
N -5.02458 0.20657 -2.63492
N -3.77436 1.85010 -7.49521
N -1.76808 8.33131 -0.37153
N 9.24945 -0.65563 1.52645
N 1.47560 4.23665 1.74516
C 3.14959 -3.59111 2.94629
C 3.89099 -0.29867 1.06213
C -4.66396 -5.13047 0.82335
C -0.46313 -2.07904 2.49217
C -4.27488 -0.44544 -8.19674
C 1.77120 3.13470 1.01974
C 3.35590 -1.06429 2.26674
C -2.57532 8.72384 -1.50756
C 1.81277 -1.01605 2.22182
C -7.32262 -5.10651 -0.48000
C -2.15670 -2.30002 0.61083
C -0.53134 8.77150 -0.02562
C -4.73302 1.86412 -6.40620
C -6.27498 0.48399 -3.07893
C -0.70360 -2.35727 1.00312
C 1.62712 -3.48756 2.76164
C 10.36952 -1.43254 1.04194
C -3.49709 0.84218 -8.36175
C -4.62561 -0.89485 -1.77686
C 0.11712 9.80605 -0.91714
C 7.54398 -2.31495 0.91042
C -6.19300 -4.22307 -0.96171
C 1.89489 5.60798 1.51632
C 3.98091 -0.41086 3.52338
C -7.38389 -0.37315 -2.52146
C 7.92913 -0.98080 1.50646
C 1.02004 -2.09008 2.96925
C 3.57856 -3.53739 4.42350
C 2.66858 3.30857 -0.18511
C 3.61101 -4.93778 2.39787
H 3.18177 -5.15705 1.42108
H -1.01666 -2.81844 3.08307
H 0.24546 9.42786 -1.93198
H 4.51700 -4.08013 4.55579
H -7.16107 -1.43032 -2.66491
H -2.79476 7.86922 -2.14910
H -2.04467 9.46200 -2.10061
H -3.96015 -1.56944 -2.31961
H -3.82107 -5.78106 0.58626
H -3.93345 -1.13754 -8.96030
H 3.73339 -2.53448 4.80062
H -4.11491 -0.55061 -0.87976
H -4.11038 -0.88286 -7.21132
H 10.01494 -2.37254 0.63112
H 7.85930 -2.38279 -0.13184
H -5.34594 -0.27671 -8.31302
H -5.25372 0.91539 -6.34516
H 3.65961 0.75751 1.21480
H 2.22685 3.99393 -0.90914
H -5.50760 -5.75641 1.09785
H 3.30469 -5.71766 3.10084
H -7.05766 -6.16207 -0.55199
H -5.48036 2.64577 -6.54396
H -0.19554 -1.60760 0.38927
H -2.77148 -1.04540 1.95112
H 1.54305 -1.10444 1.16671
H 11.07145 -1.65906 1.84644
H 10.90787 -0.90212 0.25455
H -5.50353 -1.46702 -1.49572
H 6.46302 -2.41900 0.96070
H -4.30514 -3.64848 -0.63082
H -4.39117 -4.51942 1.68495
H 3.24161 -0.15080 4.28342
H 2.47216 5.98521 2.36186
H -0.35005 -3.34752 0.71571
H 0.17291 -0.51019 4.74025
H 3.42593 -0.61798 0.12992
H 4.75052 -1.03558 3.96857
H 0.87280 4.05423 2.53256
H 2.52202 5.65820 0.63160
H -3.22538 2.67954 -7.65866
H 1.03958 6.26546 1.36758
H -0.87264 -1.08878 2.73460
H 1.14174 -4.20681 3.43150
H -8.18701 -4.91127 -1.10699
H 1.49056 -0.01026 2.51750
H -0.48311 10.71507 -0.96785
H 9.43701 0.24636 1.93571
H -2.14718 7.64763 0.26530
H 2.03802 -1.46075 5.31186
H 3.64334 3.70346 0.10395
H -7.50124 -0.19999 -1.45029
H -4.30955 0.80919 -3.01066
H 8.01089 -3.13575 1.45734
H 4.97288 -0.42077 1.01341
H 4.48131 0.51368 3.23406
H 2.82022 -4.01851 5.04881
H -7.57442 -4.89083 0.55901
H 1.40914 -3.80035 1.73581
H 1.08942 10.04250 -0.49649
H 4.69790 -4.95583 2.30720
H -8.30540 -0.10751 -3.03113
H -4.24299 2.03391 -5.44808
H -3.51996 9.16476 -1.18587
H 2.79998 2.33395 -0.64552
```

⟨S²⟩: 0.7543
Highest occupied orbital energy (spin up / spin down) in Eh: -0.296 / -0.329
E_LUMO (spin up / spin down) in eV: 0.3 / 0.3
Multiplicity: 2
Kohn-Sham gap (spin up / spin down) in eV: 8.35 / 9.27

Results of the Mulliken charge analysis, in e, for atoms 1 through 8: 0.424 -0.658 -0.507 -0.671 -0.656 -0.638 -0.764 -0.609

---

(4)
A cluster of 6 separate species, C3H17NO6 in total, computed with ωB97M-V/def2-TZVPD.

```
27
C3H17NO6 | the OMol25 dataset | ωB97M-V/def2-TZVPD
O -0.35646 -1.62633 2.78704
O 1.97104 -3.16200 -1.16207
O -3.48425 1.32436 -0.00975
O -1.84569 -0.45096 1.10444
O 0.47821 1.76045 0.48348
O 1.31776 0.33907 2.93658
N 0.95928 -0.49955 -0.85147
C 0.84517 0.85545 -2.84081
C 0.13110 0.45918 -1.51386
C 0.11205 1.77538 -0.67157
H -0.59483 -1.51471 3.71279
H -2.09541 0.13661 1.80982
H -1.63250 -1.31531 1.50580
H 0.90496 -0.00543 -3.52773
H 1.69955 -2.50948 -1.79663
H -4.06463 0.55624 -0.03179
H 1.96034 -0.44994 -0.97437
H 0.79934 -0.57439 0.14124
H 1.83526 1.29200 -2.72019
H -0.19508 2.74311 -1.06754
H -0.87320 0.07121 -1.68336
H 0.26276 -0.88058 2.56504
H 1.12601 0.78078 2.08911
H -2.59587 0.96479 -0.13901
H 1.79251 -2.74249 -0.30457
H 1.30343 1.09212 3.54758
H 0.23915 1.58043 -3.38818
```

Highest occupied orbital energy in Eh: -0.358
E_LUMO in eV: 0.4
Kohn-Sham gap in eV: 10.18

Results of the Mulliken charge analysis, in e, for atoms 1 through 8: -0.701 -0.668 -0.670 -0.576 -0.482 -0.680 -0.442 -1.587

---

(5)
A cluster of 3 separate species, C7H9F2NO8 in total, computed with ωB97M-V/def2-TZVPD.

```
27
C7H9F2NO8 | the OMol25 dataset | ωB97M-V/def2-TZVPD
F 2.37727 -2.92041 2.54770
F -3.57667 1.27722 -0.82498
O 5.65134 -1.88943 4.15564
O 4.80835 -1.26070 2.16723
O 3.43777 -1.47816 3.90038
O -0.55062 1.75219 -3.63137
O -2.70028 1.11012 -3.81722
O -2.09330 2.38338 -2.10748
O -2.04748 -1.56127 0.50133
O -0.05986 -1.77995 1.30157
N -0.89058 -1.22945 0.59864
C 4.73400 -1.58652 3.47847
C 2.60938 -1.58996 2.77729
C -3.91291 1.53243 -3.20266
C 3.48154 -1.01149 1.68470
C -1.66524 1.75074 -3.24110
C -0.44733 -0.03840 -0.16686
C -3.45757 2.13537 -1.87920
H -1.24492 0.69539 -0.04809
H 1.65867 -1.11255 2.97660
H 3.33085 0.06601 1.57170
H -4.36785 2.34219 -3.78132
H -3.93881 3.06940 -1.59932
H 0.45828 0.33670 0.28904
H -4.59879 0.69707 -3.12210
H 3.37084 -1.46753 0.70483
H -0.36608 -0.22240 -1.23340
```

Highest occupied orbital energy in Eh: -0.415
E_LUMO in eV: 0.0
Kohn-Sham gap in eV: 11.28

Results of the Mulliken charge analysis, in e, for atoms 1 through 8: -0.298 -0.266 -0.484 -0.341 -0.353 -0.489 -0.333 -0.316

---

Max |F|, record by record: 0.114; 1.426; 1.137; 2.770; 1.116 eV/A
Electronic energy, record by record: -3233.2979; -3061.8170; -2659.1886; -630.6674; -1128.4793 a.u.